# 1
{
  "formula": "C12H16Si",
  "method": "wB97M-V/def2-TZVPD",
  "e_tot_ha": -756.09035,
  "orbital_gap_ha": [0.27391, 0.24864],
  "relative_energy_ev": 7.654,
  "lumo_ha": [-0.007, -0.007],
  "symbols": ["C", "C", "C", "C", "C", "C", "C", "C", "C", "C", "C", "C", "Si", "H", "H", "H", "H", "H", "H", "H", "H", "H", "H", "H", "H", "H", "H", "H", "H"],
  "coordinates": [[-1.75787, 1.52955, 0.04852], [-0.18021, -2.30737, -0.26514], [1.34735, 0.65599, 1.16646], [-1.61034, 0.42073, -0.71639], [0.97730, -1.68056, -0.57910], [1.11070, 1.12422, -0.10566], [-1.47875, -2.17244, -1.00760], [-0.90673, 2.82135, 0.09526], [1.90831, -0.65302, 1.53511], [-2.27836, -0.91411, -0.63792], [2.16162, -1.68179, 0.27902], [0.47732, 2.57600, -0.36214], [1.16975, -0.07576, -1.66121], [-2.69142, 1.68863, 0.63758], [-0.17759, -3.11705, 0.55554], [1.39293, 1.54070, 1.85104], [-1.17013, -2.07110, -2.02784], [-1.99986, -3.10231, -0.94247], [-1.40057, 3.51097, -0.52469], [-1.00047, 3.36010, 1.09663], [2.77964, -0.62508, 2.13030], [0.99542, -1.18507, 2.01549], [-2.60071, -1.03002, 0.43830], [-3.15433, -0.88502, -1.25886], [2.32911, -2.65982, 0.77049], [3.02214, -1.32364, -0.34509], [1.04692, 3.23386, 0.20451], [0.77179, 2.89373, -1.35604], [2.17481, -0.32406, -2.77971]],
  "forces_ev_per_angstrom": [[-0.49, -0.30, -0.94], [1.22, -1.15, 0.74], [1.14, 3.19, -2.62], [1.04, 1.34, 1.33], [-1.94, 0.70, -0.73], [0.00, 0.08, -0.06], [1.44, 1.12, -0.09], [-1.60, -1.60, 0.95], [-2.68, -2.53, -1.79], [-0.40, -0.26, 1.35], [0.90, 1.00, 1.77], [2.39, -1.93, 0.04], [-2.47, -0.78, 2.19], [0.47, -0.73, -0.22], [0.17, 1.38, -0.96], [-0.56, -1.25, 0.27], [-0.09, 0.13, -0.97], [-0.90, -0.32, 0.24], [-0.61, 1.04, -1.21], [0.41, -1.27, -0.87], [0.72, 0.11, 1.00], [1.73, 0.56, 0.03], [0.05, 0.14, -0.95], [-0.67, -0.07, -0.30], [0.33, 0.35, -0.45], [-0.15, -0.58, 0.90], [1.55, 1.22, 1.29], [-0.74, -0.21, -0.55], [-0.26, 0.62, 0.61]],
  "nbo_charge": [-0.32, -0.18, -0.22, 0.09, -0.40, -0.35, -0.43, -0.42, -0.42, -0.51, -0.44, -0.45, 1.02, 0.20, 0.19, 0.21, 0.21, 0.22, 0.23, 0.21, 0.22, 0.22, 0.21, 0.22, 0.22, 0.20, 0.21, 0.21, -0.14]
}


# 2
{
  "formula": "C20H37InN3",
  "method": "wB97M-V/def2-TZVPD",
  "charge": 3,
  "e_tot_ha": -1137.33628,
  "orbital_gap_ha": 0.09474,
  "lumo_ha": -0.578,
  "symbols": ["C", "C", "C", "C", "C", "C", "C", "C", "C", "C", "C", "C", "C", "C", "C", "C", "C", "N", "C", "N", "C", "C", "N", "H", "H", "H", "H", "H", "H", "H", "H", "H", "H", "H", "H", "H", "H", "H", "H", "H", "H", "H", "H", "H", "H", "H", "H", "H", "H", "H", "H", "H", "H", "H", "H", "H", "H", "H", "H", "H", "In"],
  "coordinates": [[6.45907, 1.77996, 1.22201], [5.80464, 2.24180, -0.07949], [5.72537, 1.16943, -1.16962], [5.23597, -0.21099, -0.75832], [3.71783, -0.22329, -0.48518], [3.09680, -1.56723, -0.01807], [1.90790, -1.97113, -0.89393], [1.10135, -3.14342, -0.32653], [0.01239, -2.80652, 0.73927], [-1.40552, -2.96469, 0.17999], [-1.79638, -2.24031, -1.06311], [-1.97888, -0.70028, -0.93540], [-2.12588, -0.17719, 0.45481], [-3.33839, -0.68734, 1.25207], [-4.74770, -0.31263, 0.58839], [-5.22884, 1.05532, 1.00806], [-4.82937, 2.20479, 0.06828], [-4.43408, 1.77260, -1.24684], [-6.05415, 3.02651, -0.14567], [-6.99940, 3.64799, -0.33425], [-3.78211, 3.17083, 0.72300], [-3.28692, 4.11334, -0.26457], [-2.95872, 4.86665, -1.05758], [5.68996, 1.36160, 1.89008], [6.91109, 2.59311, 1.78097], [7.22747, 1.01888, 1.05062], [4.79332, 2.57447, 0.15313], [6.35684, 3.08586, -0.48064], [5.02466, 1.52665, -1.92552], [6.69355, 1.09374, -1.66156], [5.90566, -0.61951, 0.04053], [5.39745, -0.89885, -1.58860], [3.45648, 0.58224, 0.20254], [3.28090, 0.01534, -1.45260], [2.75616, -1.44760, 1.01405], [3.84497, -2.36022, -0.06641], [2.25642, -2.19696, -1.89905], [1.23699, -1.10593, -0.96188], [1.80777, -3.78818, 0.20261], [0.62758, -3.70469, -1.12804], [0.05119, -3.53404, 1.55129], [0.26725, -1.84493, 1.21001], [-1.55681, -4.03111, -0.03811], [-2.09028, -2.77975, 1.03936], [-1.03874, -2.35558, -1.85686], [-2.68618, -2.70545, -1.48955], [-1.21939, -0.11030, -1.44823], [-2.90046, -0.49870, -1.52605], [-2.15983, 0.90575, 0.35565], [-1.26504, -0.36461, 1.12388], [-3.24086, -0.27083, 2.25526], [-3.41876, -1.77360, 1.39250], [-5.41804, -1.07870, 0.97504], [-4.72568, -0.44781, -0.48454], [-6.32312, 0.99494, 1.11052], [-4.88634, 1.31892, 2.01356], [-5.08220, 1.10761, -1.66961], [-4.29977, 2.53847, -1.91680], [-2.94572, 2.61651, 1.14433], [-4.27575, 3.68908, 1.54441], [5.85239, -1.15006, 2.08638]],
  "forces_ev_per_angstrom": [[-0.22, -0.19, -0.06], [-0.18, -0.39, 0.14], [0.12, 0.24, -0.10], [-0.26, -0.09, -0.36], [0.43, -0.39, 0.26], [0.08, 0.62, -0.23], [-0.44, 0.01, 0.54], [0.27, 0.38, -0.16], [-0.02, -0.06, 0.08], [0.56, -0.09, -0.51], [-0.30, 0.03, 0.08], [0.47, 0.20, 0.53], [-0.85, -0.13, -0.22], [0.52, 0.68, -0.09], [-0.23, -0.68, 0.22], [0.47, 0.17, -0.13], [0.17, 0.27, 0.49], [-0.73, 0.01, -0.46], [0.12, -0.31, -0.12], [-0.31, 0.24, -0.05], [0.08, -0.31, -0.17], [-0.30, -0.07, 0.63], [0.28, 0.31, -0.65], [-0.04, 0.02, 0.12], [0.08, 0.05, 0.05], [0.25, 0.09, -0.05], [0.02, 0.29, 0.01], [-0.06, 0.14, -0.03], [0.09, 0.05, -0.19], [0.09, -0.15, 0.00], [-0.42, 0.24, -0.60], [0.21, -0.13, 0.00], [-0.13, 0.06, 0.01], [-0.09, 0.27, -0.04], [0.05, -0.26, 0.14], [0.01, -0.17, 0.12], [-0.01, -0.02, -0.12], [0.04, 0.12, -0.24], [-0.10, -0.30, 0.00], [0.10, -0.20, -0.04], [-0.05, 0.09, 0.20], [-0.03, 0.10, -0.07], [-0.38, -0.07, 0.18], [-0.07, -0.19, 0.16], [-0.03, 0.18, -0.17], [-0.01, -0.18, -0.04], [0.01, 0.04, -0.12], [-0.10, 0.08, -0.34], [0.31, 0.15, 0.23], [0.16, -0.06, -0.01], [-0.06, -0.12, 0.15], [-0.13, -0.15, -0.03], [-0.08, 0.02, 0.03], [0.05, -0.13, -0.07], [-0.04, -0.09, -0.03], [-0.13, 0.07, 0.10], [0.11, -0.08, 0.05], [0.50, 0.03, 0.17], [-0.02, -0.07, 0.03], [-0.01, 0.09, -0.01], [0.18, -0.23, 0.81]],
  "nbo_charge": [-0.61, -0.41, -0.41, -0.36, -0.43, -0.42, -0.39, -0.38, -0.39, -0.40, -0.41, -0.39, -0.41, -0.35, -0.36, -0.40, 0.02, -0.56, 0.20, -0.10, -0.49, 0.20, -0.17, 0.15, 0.27, 0.19, 0.20, 0.25, 0.23, 0.24, 0.07, 0.24, 0.21, 0.23, 0.19, 0.21, 0.24, 0.19, 0.26, 0.23, 0.26, 0.23, 0.30, 0.28, 0.31, 0.27, 0.27, 0.30, 0.27, 0.30, 0.26, 0.28, 0.28, 0.22, 0.32, 0.27, 0.41, 0.45, 0.25, 0.30, 0.97]
}